The following is a quantum chemistry calculation of a molecular structure, C5H4LiO6Tl, from the Open Molecules 2025 dataset.

Computed properties:
Multiplicity: 2
Total charge: +3
Relative energy (zero: lowest compared OMol25 entry of this formula, charge and spin) (kJ/mol): 0.0
Energy (eV): -22395.565
Maximum force (Eh/bohr): 0.1322

Structure (XYZ):
```
17
Properties=species:S:1:pos:R:3:forces:R:3:lowdin_charge:R:1
O 3.869 5.725 0.568 -0.9842 -1.4410 -0.0273 0.410
C 3.250 4.766 0.587 2.7687 4.1815 0.0147 -0.254
O 2.624 3.778 0.613 1.8012 1.6167 0.4071 -0.012
O 0.440 0.729 0.992 -3.0142 -5.3987 2.8196 -0.173
Tl 1.416 2.235 0.583 0.9004 2.9966 -2.5441 1.572
O -2.355 -2.989 -1.771 -1.0048 -0.0576 -0.1707 0.329
C -1.704 -2.028 -1.315 4.9573 1.4162 1.7466 -0.628
O -2.141 -0.858 -1.207 -1.2144 -1.7820 -0.6199 0.151
O -0.440 -2.296 -0.896 -1.7684 -0.2347 -0.1162 0.110
C 0.347 -1.183 -0.554 2.2734 1.3039 0.2152 -0.062
C -0.904 -1.094 1.565 0.5416 0.4835 1.6916 0.327
C 0.099 -0.452 0.794 -3.1194 -3.2490 -2.4405 -0.298
Li -3.802 -1.658 -1.977 -1.5982 0.4460 -0.6513 0.905
H 0.376 -0.440 -1.363 -0.2460 -0.0487 0.1055 0.164
H 1.383 -1.553 -0.495 -0.1829 -0.2606 -0.1433 0.185
H -1.094 -2.164 1.506 0.0378 0.2262 -0.1658 0.137
H -1.360 -0.517 2.371 -0.1477 -0.1981 -0.1210 0.137
```
Positions in Å, forces in eV/Å.